# 1
44
Properties=species:S:1:pos:R:3:forces:R:3 method="wB97M-V/def2-TZVPD" homo_ev=-6.6 de_lowest_kj_mol=253.05 multiplicity=1 gap_ev=9.5 energy_ev=-27604.440 max_force_ev_per_a=2.56 total_charge=-1
C -1.434499 1.791568 -1.192997 1.29 0.97 -1.46
O -2.729326 2.203557 -1.622179 0.52 0.41 0.45
C -0.363197 2.076735 -2.307644 -1.75 1.06 -0.47
C 1.012867 2.390052 -1.744570 0.03 0.29 -0.46
C 1.636441 1.074188 -1.249461 0.37 0.11 -0.85
C 2.380920 -0.019791 0.674625 0.13 0.30 1.25
N 1.901734 1.027369 0.172605 -0.11 0.40 -0.38
H -1.250046 2.442503 -0.361344 0.61 -0.16 0.58
H -1.293789 0.716990 -1.053302 -0.86 0.49 1.05
H -0.924096 2.824042 -2.889945 0.87 0.91 0.30
H -0.333466 1.322584 -3.102357 0.31 -0.72 0.58
H 0.944925 3.179285 -0.991869 -0.12 -0.37 0.45
H 1.665257 2.870347 -2.479649 -0.09 -0.29 -0.31
H 2.551461 0.847593 -1.804784 0.16 0.31 0.18
H 1.001705 0.281882 -1.644016 -0.07 -0.23 0.50
H 2.619381 0.040634 1.736211 -0.03 -0.13 0.03
H 2.557530 -0.993241 0.245431 0.19 0.12 -0.82
H 0.207933 -2.032066 -1.390572 -0.63 -0.35 -0.16
H 1.012410 -3.854309 -0.736874 0.13 0.46 0.00
O 1.257236 -2.916562 -0.715228 0.11 -0.61 -0.83
H -3.129590 1.343671 -1.784672 -0.90 0.17 0.45
H -2.482519 0.612547 -3.034750 0.41 -0.86 -0.22
O -2.810649 0.003405 -2.361058 -1.04 -2.07 -1.10
H -0.798756 1.232377 1.238956 0.40 0.10 -0.23
H 0.173165 2.442383 1.456150 -0.25 -0.79 -0.04
O -0.578958 1.952122 1.833651 0.03 0.47 0.69
H -0.381015 -0.736802 -0.970927 -0.29 -0.08 -0.10
H -2.235942 -0.780787 -2.249057 0.35 0.43 -0.30
O -0.545985 -1.384532 -1.669357 0.41 -0.09 0.44
H 1.100154 -0.412931 4.792133 -0.56 0.23 -0.28
H 0.390325 0.532119 3.787756 -0.13 0.04 -0.77
O 0.658629 0.447567 4.694265 0.49 0.24 1.11
H 0.639492 -2.865157 1.812449 0.22 0.20 0.20
H 1.408813 -2.500962 0.549297 -0.08 0.10 0.52
O 1.337029 -2.225777 1.602303 -0.49 -0.66 -0.12
H 2.131560 -2.188696 -2.102424 0.07 0.45 0.03
H 3.595659 -2.069003 -2.209973 -0.01 0.39 -0.24
O 2.808172 -1.607123 -2.536194 0.18 -0.86 0.23
H 1.266415 -1.978010 3.414177 -0.65 -0.46 0.06
H -0.194996 -2.193048 3.931665 0.04 0.22 -0.14
O 0.725744 -2.243673 4.196211 0.72 -0.17 0.22
H -3.815826 0.148279 1.465036 0.54 0.24 -0.09
H -4.264641 -1.047175 0.578963 0.17 0.37 0.17
O -4.548296 -0.422048 1.258919 -0.71 -0.58 -0.10

=====

# 2
9
Properties=species:S:1:pos:R:3:forces:R:3 method="wB97M-V/def2-TZVPD" homo_ev=-10.0 de_lowest_kj_mol=547.48 multiplicity=1 gap_ev=10.7 energy_ev=-8739.457 max_force_ev_per_a=4.85 total_charge=0 smiles=N#C[C@H]1COO1
C -2.146388 0.060356 0.060621 -1.18 -0.51 -0.52
C 0.278213 0.274643 -0.493629 3.16 -3.64 -0.50
C -0.838087 0.468968 0.514982 -0.60 0.07 1.58
N -3.172261 -0.231390 -0.371062 0.39 0.05 0.28
O 0.458091 1.668678 -0.497839 1.88 0.15 -1.38
O -0.661089 1.855760 0.308946 -1.64 1.78 1.04
H 1.248557 -0.362304 -0.103533 -2.23 1.78 -0.73
H 0.077462 -0.190146 -1.541841 -0.28 0.97 1.86
H -0.776012 0.321832 1.649318 0.50 -0.64 -1.64

=====

# 3
18
Properties=species:S:1:pos:R:3:forces:R:3 method="wB97M-V/def2-TZVPD" homo_ev=-9.1 de_lowest_kj_mol=541.09 multiplicity=1 gap_ev=9.9 energy_ev=-11947.711 max_force_ev_per_a=4.29 total_charge=0
C -2.346035 -0.398870 0.227577 -1.56 1.50 2.33
C -0.560262 0.741419 -0.245191 0.96 2.19 0.42
C 0.778981 0.904099 -0.913647 -1.15 2.64 -0.44
C 0.410732 0.473259 0.963590 -0.25 3.08 2.37
C 1.155089 -0.720354 0.618413 0.34 -2.79 -3.24
C 1.406210 -0.404856 -0.894717 0.23 -2.09 -0.40
H -3.094208 -1.083501 -0.061036 -0.38 -1.26 -0.52
H -3.033728 0.483819 0.671120 1.88 -1.10 -1.29
H -1.721165 -0.722473 1.067752 -0.73 -0.46 0.30
H -0.801334 1.854638 -0.088872 -1.20 -1.68 -0.25
H 0.634116 1.592826 -1.723996 1.10 0.02 -0.97
H 0.271266 0.746767 2.072314 -0.25 -0.57 -1.74
H 0.682187 -1.729161 0.610976 0.59 0.78 0.89
H 2.808542 -1.528559 -0.070155 0.62 -0.12 -0.12
H 1.159483 -1.094805 -1.773963 0.58 0.71 1.70
N 2.526203 -0.562544 0.029648 -0.77 -0.20 0.27
O -1.441061 -0.130921 -0.787272 -0.93 0.36 -0.09
O 1.164985 1.579209 0.297452 0.92 -1.01 0.79

=====

# 4
18
Properties=species:S:1:pos:R:3:forces:R:3 method="wB97M-V/def2-TZVPD" homo_ev="-8.3 / -8.3" de_lowest_kj_mol=569.25 multiplicity=1 gap_ev="8.0 / 8.0" energy_ev=-7884.631 max_force_ev_per_a=1.42 total_charge=0
C 2.136927 0.095256 -0.243629 0.06 0.02 -0.01
C 0.882211 -0.650879 0.187904 0.02 -0.04 0.05
C -0.394501 0.170226 0.169936 -0.02 -0.15 -0.35
C -1.591804 -0.589749 0.544220 -0.18 -0.30 -0.17
C -0.614620 1.030769 -0.934925 0.14 0.34 0.31
C -0.835126 0.566356 1.664632 0.27 0.67 1.22
N -0.728239 0.986330 2.748511 -0.21 -0.32 -1.04
H 2.067504 0.424238 -1.285665 0.02 -0.05 0.18
H 3.004407 -0.566120 -0.166404 -0.09 0.11 0.01
H 2.318833 0.972911 0.384926 -0.02 -0.11 -0.06
H 1.016786 -1.086668 1.183536 0.00 0.03 -0.13
H 0.669569 -1.481580 -0.503416 0.08 0.09 0.07
H -1.536291 -1.539121 1.064345 0.09 0.14 0.01
H -2.560941 -0.125184 0.382595 0.15 -0.18 0.02
H -1.455438 -1.082053 -1.340873 -0.18 0.30 -0.01
H -1.592631 1.501761 -1.032631 0.13 -0.14 -0.01
H 0.204832 1.610310 -1.343978 -0.01 -0.06 0.05
H -1.058242 -0.317950 -1.606577 -0.26 -0.35 -0.14

=====

# 5
16
Properties=species:S:1:pos:R:3:forces:R:3 method="wB97M-V/def2-TZVPD" homo_ev=-8.6 de_lowest_kj_mol=652.21 multiplicity=1 gap_ev=9.6 energy_ev=-9429.483 max_force_ev_per_a=4.66 total_charge=0 smiles="C=C1CC=C[C@H]2O[C@H]12"
C 2.354412 -0.402066 0.138279 1.28 -1.31 -0.61
C 1.047228 -0.302056 -0.090099 1.30 2.16 1.94
C 0.389948 1.094706 -0.097519 0.16 0.92 1.54
C -1.170546 1.230114 -0.177829 -1.37 -1.48 1.31
C -2.110308 0.171674 -0.039343 -0.12 2.39 -1.86
C -1.326654 -1.115731 0.318645 -1.45 2.45 3.06
C -0.100278 -1.085221 -0.386281 2.80 -1.90 -3.21
H 2.987782 -1.239316 -0.176384 -0.95 -0.66 0.60
H 3.089263 0.308999 0.521798 -1.00 0.93 -0.42
H 0.640103 1.394717 0.956186 -0.31 0.41 -0.75
H 0.973912 1.800660 -0.756508 -1.04 -0.68 0.49
H -1.477036 2.289181 0.051603 -0.05 -1.16 -0.92
H -3.285562 0.410060 -0.139056 2.94 -0.82 0.62
H -1.398160 -1.137968 1.493326 0.79 0.01 -2.11
H 0.064874 -1.110054 -1.498169 -1.79 0.98 0.09
O -0.678982 -2.307700 -0.118652 -1.19 -2.23 0.22

=====

# 6
20
Properties=species:S:1:pos:R:3:forces:R:3 method="wB97M-V/def2-TZVPD" homo_ev=-8.5 de_lowest_kj_mol=172.08 multiplicity=1 gap_ev=9.4 energy_ev=-9395.066 max_force_ev_per_a=5.61 total_charge=0 smiles=Cc1c[nH]cn1.CC
C -1.932312 -1.406612 -0.757926 1.10 3.46 -4.28
C -0.110760 1.704573 -0.117592 -1.35 -1.17 -0.99
C -1.324596 -0.093112 -0.238540 0.90 -2.35 1.96
C -0.977884 -0.003094 1.124713 0.69 3.25 -3.45
N -0.791613 0.896979 -1.027191 1.31 1.61 2.89
N -0.200835 1.176252 1.157577 -0.92 -0.79 -2.41
H 0.446603 2.668163 -0.361766 -1.03 -1.62 0.43
H -0.109242 1.701984 1.970495 0.67 0.99 1.43
H -0.941075 -0.633086 1.953855 -0.54 -0.97 0.96
H -2.176504 -2.040072 0.009155 -1.16 -1.29 1.86
H -1.108232 -1.963853 -1.370203 -1.71 1.10 0.62
H -2.809604 -0.971007 -1.420063 1.48 -1.90 1.06
C 1.859487 -1.214532 0.419011 -2.27 -0.39 -1.56
C 2.560363 -0.373327 -0.613998 1.98 -0.01 2.38
H 0.991359 -1.501705 -0.199591 -0.03 -1.10 0.81
H 2.478314 -2.043447 0.724657 -0.19 -0.36 0.26
H 1.355136 -0.688102 1.224628 0.90 0.11 0.25
H 3.558341 -0.357207 -0.153373 0.24 1.41 -0.48
H 2.048762 0.575849 -0.696917 0.46 0.13 -0.62
H 2.767486 -0.943509 -1.487583 -0.55 -0.11 -1.14